# 1
Molecular formula: C4H11N3
Method: DFT, ωB97M-V with the def2-TZVPD basis set

For the orbital gap, the calculation gives 10.1 eV. The max |F| comes out at 0.054 Eh/bohr. The SMILES is [H]/N=C\NCCCN.

```
18
C4H11N3, DFT ωB97M-V with the def2-TZVPD basis set
N -1.595 -2.202 -0.799
N 0.930 0.730 0.679
N 2.190 1.949 -0.907
C 2.052 0.940 -0.155
C -0.362 0.709 0.007
C -1.435 -0.150 0.647
C -1.207 -1.659 0.517
H -2.508 -1.877 -1.103
H -1.504 -0.062 1.757
H -0.200 0.387 -1.022
H -0.988 -1.736 -1.476
H -0.153 -1.804 0.735
H 2.685 0.044 -0.161
H -1.768 -2.235 1.252
H -0.714 1.745 -0.072
H 1.593 2.691 -0.549
H -2.476 0.183 0.532
H 1.187 0.364 1.582
```

=====

# 2
Molecular formula: C4H11N3O
Method: DFT, ωB97M-V with the def2-TZVPD basis set

For the orbital gap, the calculation gives 9.4 eV. The max |F| comes out at 0.063 Eh/bohr. The SMILES is [H]/N=C/NC.CNC=O.

```
19
C4H11N3O, DFT ωB97M-V with the def2-TZVPD basis set
O 0.283 -0.930 -2.416
N -0.381 1.676 -0.162
N 1.595 -0.087 -0.745
N -1.984 0.033 0.086
C 0.593 -0.907 -1.242
C -1.659 -0.218 1.469
C -1.250 0.874 -0.690
C 2.275 -0.298 0.503
H -1.158 -1.185 1.582
H -0.009 2.355 -0.819
H -0.982 0.565 1.819
H 3.211 -0.852 0.348
H 0.325 -1.711 -0.526
H 1.987 0.576 -1.403
H 2.495 0.662 0.977
H -2.568 -0.217 2.082
H -1.656 0.985 -1.700
H 1.630 -0.861 1.182
H -2.748 -0.462 -0.344
```

=====

# 3
Molecular formula: C4H11N3O
Method: DFT, ωB97M-V with the def2-TZVPD basis set

For the orbital gap, the calculation gives 9.5 eV. The max |F| comes out at 0.069 Eh/bohr. The SMILES is [H]/N=N\N(C)C(C)(C)O.

```
19
C4H11N3O, DFT ωB97M-V with the def2-TZVPD basis set
O -1.337 0.013 -1.245
N 2.307 -0.076 1.342
N 1.879 0.655 0.481
N 0.783 0.398 -0.446
C -0.307 -1.699 0.226
C 0.804 1.311 -1.569
C -1.104 0.533 1.170
C -0.442 -0.193 -0.003
H 0.741 0.746 -2.498
H -1.297 -2.135 0.352
H -1.060 1.611 1.031
H 1.702 -0.868 1.633
H 0.249 -1.943 1.127
H 0.003 2.048 -1.524
H -2.156 0.252 1.213
H 0.165 -2.159 -0.640
H -0.627 0.293 2.116
H -2.060 -0.625 -1.225
H 1.757 1.837 -1.541
```

=====

# 4
Molecular formula: C4H11N3O
Method: DFT, ωB97M-V with the def2-TZVPD basis set

For the orbital gap, the calculation gives 9.7 eV. The max |F| comes out at 0.019 Eh/bohr. The SMILES is N=C(N)N.CCC=O.

```
19
C4H11N3O, DFT ωB97M-V with the def2-TZVPD basis set
O 2.954 -2.325 0.852
N -1.651 1.480 0.396
N 0.297 2.694 1.033
N -0.589 2.923 -1.083
C 0.733 -1.641 0.304
C 0.019 -2.052 -0.992
C 1.801 -2.628 0.721
C -0.601 2.380 0.175
H 0.733 -1.983 -1.813
H -2.530 1.714 -0.041
H -0.843 -1.422 -1.184
H -1.741 1.241 1.370
H -1.433 2.950 -1.613
H -0.284 -3.095 -0.885
H -0.037 -1.482 1.067
H 1.296 -0.706 0.276
H 0.277 1.994 1.767
H 1.524 -3.696 0.838
H 0.075 3.653 -1.188
```

=====

# 5
Molecular formula: C4H11N3O
Method: DFT, ωB97M-V with the def2-TZVPD basis set

For the orbital gap, the calculation gives 9.0 eV. The max |F| comes out at 0.176 Eh/bohr. The SMILES is NCC[C@H](N)C(N)=O.

```
19
C4H11N3O, DFT ωB97M-V with the def2-TZVPD basis set
O 2.560 1.436 0.312
N 0.331 1.678 -0.273
N -2.024 0.804 -0.136
N 2.249 -1.314 -0.316
C -0.242 -0.897 0.538
C 1.372 0.944 0.035
C 1.047 -0.490 -0.324
C -1.700 -0.457 0.040
H -0.675 1.318 -0.294
H -0.267 -2.106 0.400
H 3.011 -0.888 -0.811
H -2.110 -1.007 -0.977
H -2.129 -1.063 0.811
H 0.159 -0.673 1.563
H 0.634 -0.455 -1.375
H -2.617 1.139 0.832
H -2.593 0.886 -1.098
H 2.636 -1.479 0.677
H 0.358 2.623 0.395
```

=====

# 6
Molecular formula: C4H11N3O
Method: DFT, ωB97M-V with the def2-TZVPD basis set

For the orbital gap, the calculation gives 9.9 eV. The max |F| comes out at 0.054 Eh/bohr. The SMILES is [H]/N=C(/CC)N(C)NO.

```
19
C4H11N3O, DFT ωB97M-V with the def2-TZVPD basis set
O -1.246 2.629 -0.954
N -1.663 1.438 -0.245
N 0.961 1.495 0.948
N -0.685 0.359 -0.309
C 0.536 0.511 0.290
C -0.981 -0.588 -1.364
C 1.441 -0.783 0.282
C 1.060 -1.699 1.438
H -0.343 -0.435 -2.240
H 1.131 -1.152 2.377
H -0.857 -1.608 -1.003
H -1.619 2.548 -1.841
H 0.039 -2.062 1.341
H 0.363 2.317 0.978
H 2.461 -0.423 0.406
H 1.384 -1.310 -0.669
H -1.695 1.758 0.726
H 1.736 -2.551 1.482
H -2.023 -0.445 -1.644
```

=====

# 7
Molecular formula: C4H11N3O
Method: DFT, ωB97M-V with the def2-TZVPD basis set

For the orbital gap, the calculation gives 9.2 eV. The max |F| comes out at 0.030 Eh/bohr. The SMILES is C[NH2+]C[O-].[H]/N=C\N=C.

```
19
C4H11N3O, DFT ωB97M-V with the def2-TZVPD basis set
O 1.453 0.311 1.388
N -1.353 -0.742 -0.393
N -2.591 -0.740 1.625
N 1.454 -0.215 -0.745
C -3.497 0.113 1.816
C 2.317 -0.223 -1.924
C 1.480 1.021 0.250
C -1.458 -0.552 0.864
H -0.548 -0.313 1.431
H -4.362 -0.161 2.414
H 0.464 -0.441 -0.943
H 0.606 1.645 0.003
H 1.710 -0.708 0.292
H 1.996 0.537 -2.639
H 2.419 1.561 0.031
H -3.476 1.123 1.395
H 2.280 -1.197 -2.412
H -2.237 -1.010 -0.826
H 3.344 -0.009 -1.627
```

=====

# 8
Molecular formula: C4H11N3O
Method: DFT, ωB97M-V with the def2-TZVPD basis set

For the orbital gap (alpha / beta), the calculation gives 9.6 / 4.8 eV. As for the total charge: +1. The max |F| comes out at 0.074 Eh/bohr. The multiplicity is 2.

```
19
C4H11N3O, DFT ωB97M-V with the def2-TZVPD basis set
O -1.305 -1.350 -0.670
N -0.648 0.875 -0.818
N 2.106 -0.602 -0.833
N -2.009 0.256 0.941
C 1.592 -0.834 0.496
C -1.480 -0.122 -0.276
C 0.359 1.494 0.190
C 1.025 0.429 1.087
H 0.253 0.101 1.717
H -0.039 0.436 -1.502
H -2.862 -0.320 1.186
H 2.437 -1.161 1.125
H 2.576 -1.480 -1.256
H -0.360 2.136 0.695
H -2.990 -0.168 -1.212
H 1.749 1.048 1.694
H 0.859 -1.660 0.307
H 2.805 0.225 -0.851
H 0.893 2.139 -0.546
```